--- one ---
Density functional theory data (ωB97M-V/def2-TZVPD) for an isolated molecule of C18H26N2O3S.

Element x y z (Å)
C: 4.672 2.112 -4.147
C: 4.127 0.954 -3.320
C: 4.224 1.224 -1.830
S: 2.937 2.389 -1.288
O: 2.972 2.435 0.146
O: 3.058 3.629 -1.998
N: 1.547 1.611 -1.842
C: 0.566 2.465 -2.480
C: -0.283 3.209 -1.453
C: -0.972 2.206 -0.532
C: 0.081 1.319 0.142
C: -0.539 0.274 1.069
O: -0.280 0.229 2.250
N: -1.388 -0.579 0.432
C: -2.134 -1.646 0.952
C: -2.930 -2.364 0.062
C: -3.697 -3.433 0.496
C: -3.660 -3.785 1.830
C: -2.865 -3.067 2.720
C: -2.100 -2.000 2.300
C: -3.001 -3.622 4.106
C: -3.637 -5.002 3.875
C: -4.396 -4.879 2.544
C: 0.977 0.656 -0.917
H: 4.169 3.034 -3.870
H: 5.739 2.235 -3.972
H: 4.517 1.928 -5.207
H: 3.077 0.785 -3.566
H: 4.682 0.042 -3.557
H: 5.171 1.679 -1.553
H: 4.062 0.332 -1.232
H: 1.121 3.168 -3.102
H: -0.063 1.836 -3.121
H: -1.022 3.830 -1.962
H: 0.374 3.857 -0.870
H: -1.551 2.727 0.232
H: -1.667 1.602 -1.125
H: 0.727 1.946 0.764
H: -1.525 -0.433 -0.558
H: -2.948 -2.083 -0.982
H: -4.310 -3.980 -0.206
H: -1.484 -1.446 2.988
H: -3.664 -2.979 4.692
H: -2.047 -3.682 4.629
H: -2.849 -5.750 3.773
H: -4.286 -5.303 4.695
H: -5.433 -4.575 2.713
H: -4.410 -5.814 1.982
H: 1.804 0.145 -0.422
H: 0.417 -0.078 -1.509

Results
Spin multiplicity = 1
HOMO = -8.219 eV
Structure (SMILES) = CCCS(=O)(=O)N1CCC[C@@H](C(=O)Nc2ccc3c(c2)CCC3)C1
Total charge = 0
Frontier orbital gap = 8.7 eV

Results of the natural (NBO) charge analysis, in e, for atoms 1 through 4: -0.617, -0.416, -0.641, 2.306

---

--- two ---
Density functional theory data (ωB97M-V/def2-TZVPD) for an isolated molecule of C18H26N2O3S.

Element x y z (Å)
C: -6.238 -0.515 1.214
C: -4.864 -0.516 0.621
C: -4.646 -0.059 -0.675
C: -3.375 -0.074 -1.224
C: -2.323 -0.556 -0.472
S: -0.669 -0.494 -1.136
O: -0.711 -0.456 -2.569
O: 0.135 -1.495 -0.503
N: -0.066 0.988 -0.657
C: -0.561 2.176 -1.320
C: 0.180 3.295 -0.589
C: 0.313 2.770 0.852
C: -0.039 1.268 0.767
C: 0.979 0.376 1.484
O: 0.756 -0.083 2.585
N: 2.132 0.258 0.812
C: 3.188 -0.652 1.209
C: 3.248 -1.861 0.270
C: 3.751 -1.477 -1.120
C: 5.101 -0.771 -1.038
C: 5.006 0.466 -0.150
C: 4.532 0.082 1.249
C: -2.512 -1.020 0.816
C: -3.785 -0.998 1.358
H: -6.210 -0.182 2.249
H: -6.646 -1.526 1.202
H: -6.908 0.129 0.651
H: -5.477 0.311 -1.258
H: -3.186 0.263 -2.232
H: -0.336 2.111 -2.383
H: -1.648 2.279 -1.189
H: -0.361 4.238 -0.637
H: 1.164 3.437 -1.033
H: 1.325 2.908 1.231
H: -0.372 3.277 1.530
H: -1.022 1.086 1.228
H: 2.118 0.542 -0.156
H: 2.921 -0.985 2.218
H: 2.248 -2.287 0.188
H: 3.915 -2.607 0.707
H: 3.019 -0.832 -1.610
H: 3.841 -2.378 -1.729
H: 5.436 -0.487 -2.038
H: 5.842 -1.456 -0.619
H: 5.982 0.952 -0.082
H: 4.312 1.183 -0.594
H: 4.438 0.973 1.873
H: 5.270 -0.576 1.711
H: -1.665 -1.396 1.370
H: -3.945 -1.357 2.363

Results
Spin multiplicity = 1
HOMO = -9.264 eV
Structure (SMILES) = Cc1ccc(S(=O)(=O)N2CCC[C@@H]2C(=O)NC2CCCCC2)cc1
Total charge = 0
Frontier orbital gap = 9.9 eV

Results of the natural (NBO) charge analysis, in e, for atoms 1 through 4: -0.632, 0.018, -0.222, -0.172

---

Short version: two is the most stable of them.

---

--- one ---
Density functional theory data (ωB97M-V/def2-TZVPD) for a cluster of 2 separate species, C5H11N2O in total.

Element x y z (Å)
O: 3.225 1.764 -0.826
C: 2.769 0.819 -1.412
C: 1.676 -0.040 -0.850
C: 1.108 0.497 0.450
C: 0.120 -0.417 1.112
C: -0.417 -1.462 0.531
N: -3.508 0.075 -0.892
N: -0.351 0.067 2.409
H: 3.163 0.575 -2.411
H: 2.085 -1.046 -0.696
H: 0.859 -0.179 -1.563
H: 0.720 1.505 0.325
H: 1.887 0.631 1.189
H: -1.106 -2.239 0.825
H: -4.339 -0.470 -1.043
H: -3.319 0.650 -1.696
H: -2.704 -0.475 -0.631
H: -0.616 -0.757 2.947
H: -1.251 0.502 2.231

Results
Spin multiplicity = 2
HOMO (spin up / spin down) = -9.053 / -9.515 eV
Total charge = 0
<S²> = 0.76
Frontier orbital gap (spin up / spin down) = 9.8 / 9.0 eV

Results of the natural (NBO) charge analysis, in e, for atoms 1 through 4: -0.520, 0.445, -0.518, -0.444

---

--- two ---
Density functional theory data (ωB97M-V/def2-TZVPD) for a cluster of 2 separate species, C5H11N2O in total.

Element x y z (Å)
C: -0.067 2.602 1.081
C: 0.998 1.676 1.634
N: 0.544 0.488 2.164
O: 2.170 1.965 1.636
H: -1.064 2.172 1.067
H: 0.244 2.945 0.098
H: -0.072 3.469 1.745
H: 1.246 0.047 2.740
H: -0.376 0.494 2.566
C: -0.015 -2.136 -1.038
C: 0.034 -3.358 -1.584
C: -0.866 0.212 -1.401
N: -0.580 -1.071 -1.726
H: 0.416 -1.830 -0.094
H: -0.469 -3.586 -2.512
H: 0.500 -4.167 -1.043
H: -1.285 0.805 -2.195
H: -0.400 0.630 -0.524
H: -0.957 -1.358 -2.611

Results
Spin multiplicity = 2
HOMO (spin up / spin down) = -6.174 / -8.947 eV
Total charge = 0
<S²> = 0.76
Frontier orbital gap (spin up / spin down) = 7.0 / 9.7 eV

Results of the natural (NBO) charge analysis, in e, for atoms 1 through 4: -0.731, 0.679, -0.836, -0.598

---

Short version: two is the most stable of them.

---

--- one ---
Density functional theory data (ωB97M-V/def2-TZVPD) for an isolated molecule of C2H5Br2OP.

Element x y z (Å)
C: 1.219 0.537 -0.041
C: -0.112 0.407 -0.633
P: -1.056 -0.521 0.632
O: -1.337 0.200 1.858
Br: 0.082 -2.411 0.849
Br: -2.986 -1.027 -0.495
H: 1.291 0.760 0.986
H: 1.588 -0.519 -0.112
H: 2.046 1.265 -0.615
H: -0.152 -0.068 -1.577
H: -0.583 1.378 -0.854

Results
Spin multiplicity = 1
HOMO = -10.796 eV
Structure (SMILES) = CCP(=O)(Br)Br
Total charge = 0
Frontier orbital gap = 10.5 eV

Results of the natural (NBO) charge analysis, in e, for atoms 1 through 4: -0.635, -0.780, 1.671, -1.037

---

--- two ---
Density functional theory data (ωB97M-V/def2-TZVPD) for an isolated molecule of C2H5Br2OP.

Element x y z (Å)
C: -1.404 0.133 -0.260
C: -0.270 -0.288 0.682
P: 1.256 0.017 -0.208
O: 1.162 -0.217 -2.103
Br: 2.883 -1.238 0.537
Br: 1.998 1.934 0.365
H: -1.754 -0.559 -1.077
H: -2.238 0.472 0.298
H: -0.970 0.960 -0.980
H: -0.288 -1.381 1.063
H: -0.375 0.167 1.683

Results
Spin multiplicity = 1
HOMO = -9.576 eV
Structure (SMILES) = CCP(=O)(Br)Br
Total charge = 0
Frontier orbital gap = 9.4 eV

Results of the natural (NBO) charge analysis, in e, for atoms 1 through 4: -0.629, -0.829, 1.335, -0.902

---

Short version: one is the most stable of them.